1.
{
  "formula": "C42H66N5O7Rb",
  "method": "wB97M-V/def2-TZVPD",
  "energy_ev": -67068.7920,
  "gap_ev": 5.713,
  "lumo_ev": 3.88,
  "largest_force_ev_per_a": 1.6,
  "charge": -2,
  "symbols": ["Rb", "C", "N", "C", "C", "C", "N", "C", "C", "C", "C", "C", "C", "C", "O", "C", "C", "C", "C", "C", "C", "C", "C", "C", "C", "C", "C", "C", "C", "C", "O", "C", "C", "C", "C", "C", "C", "C", "C", "H", "H", "H", "H", "H", "H", "H", "H", "H", "H", "H", "H", "H", "H", "H", "H", "H", "H", "H", "H", "H", "H", "H", "H", "H", "H", "H", "H", "H", "H", "H", "H", "H", "H", "H", "H", "H", "H", "H", "H", "H", "H", "H", "H", "H", "H", "H", "H", "H", "H", "H", "H", "H", "H", "O", "H", "H", "O", "C", "C", "C", "N", "O", "H", "H", "H", "H", "H", "C", "N", "C", "C", "C", "O", "N", "C", "O", "H", "H", "H", "H", "H"],
  "coordinates": [[1.5037, 0.7876, -0.4408], [-0.4475, -0.4163, 2.7391], [-0.4843, -1.0588, 1.4420], [0.1305, -2.3674, 1.5077], [-1.8323, -1.1656, 0.9149], [-2.4702, 0.1767, 0.5472], [-1.7666, 0.8398, -0.5291], [-2.2494, 0.4258, -1.8423], [-2.1377, -1.0204, -2.2417], [-3.2665, -1.8034, -2.3299], [-3.2422, -3.0908, -2.8679], [-2.0374, -3.4972, -3.4354], [-0.8852, -2.7355, -3.4098], [-0.8530, -1.4942, -2.6811], [0.2028, -0.8344, -2.4621], [0.3872, -3.2137, -4.1014], [0.1520, -4.3697, -5.0865], [1.0149, -2.0647, -4.9032], [1.3633, -3.6713, -3.0122], [-4.5048, -3.9466, -2.8955], [-4.2601, -5.3609, -3.4387], [-5.5628, -3.2730, -3.7849], [-5.0674, -4.1015, -1.4743], [-1.8587, 2.3054, -0.4853], [-1.6173, 2.9630, 0.8427], [-2.7003, 3.2612, 1.6438], [-2.5718, 3.9278, 2.8552], [-1.2787, 4.2765, 3.2393], [-0.1605, 4.0151, 2.4754], [-0.2875, 3.3484, 1.2057], [0.6892, 3.1269, 0.4213], [1.2274, 4.4241, 2.9590], [1.2348, 5.0839, 4.3454], [2.0969, 3.1665, 3.0486], [1.8386, 5.4215, 1.9666], [-3.8149, 4.2876, 3.6563], [-4.6889, 5.2309, 2.8142], [-4.6141, 3.0169, 3.9818], [-3.4883, 4.9955, 4.9751], [-1.0869, -0.9360, 3.4804], [-0.7774, 0.6166, 2.6578], [0.5756, -0.4121, 3.1080], [-0.4124, -3.0507, 2.1911], [1.1566, -2.2677, 1.8591], [0.1398, -2.8093, 0.5129], [-2.5016, -1.6753, 1.6429], [-1.7861, -1.7703, 0.0073], [-2.4661, 0.8309, 1.4205], [-3.5290, -0.0221, 0.2824], [-1.6635, 0.9926, -2.5731], [-3.3163, 0.7289, -1.9531], [-4.2048, -1.3828, -1.9792], [-2.0026, -4.4539, -3.9299], [-0.6212, -4.1047, -5.8064], [-0.1327, -5.2831, -4.5694], [1.0747, -4.5674, -5.6353], [0.3047, -1.6970, -5.6421], [1.9124, -2.4020, -5.4291], [1.2724, -1.2503, -4.2287], [0.9137, -4.4669, -2.4167], [1.5705, -2.8294, -2.3606], [2.2928, -4.0455, -3.4439], [-3.9250, -5.3295, -4.4731], [-5.1864, -5.9376, -3.4007], [-3.5119, -5.8775, -2.8403], [-5.1990, -3.2000, -4.8078], [-5.7759, -2.2673, -3.4326], [-6.4922, -3.8444, -3.7856], [-4.3237, -4.5617, -0.8275], [-5.9591, -4.7321, -1.4793], [-5.3314, -3.1362, -1.0522], [-2.8626, 2.6257, -0.8474], [-1.1148, 2.6852, -1.1936], [-3.6853, 2.9655, 1.2905], [-1.1464, 4.7822, 4.1816], [0.8387, 4.4078, 5.1005], [0.6560, 6.0068, 4.3576], [2.2617, 5.3283, 4.6180], [1.6788, 2.4787, 3.7819], [3.1172, 3.4091, 3.3400], [2.1289, 2.6627, 2.0887], [1.2665, 6.3503, 1.9571], [1.8223, 4.9966, 0.9694], [2.8706, 5.6491, 2.2336], [-4.9751, 4.7545, 1.8805], [-4.1317, 6.1337, 2.5722], [-5.5956, 5.5131, 3.3524], [-4.9053, 2.4997, 3.0719], [-5.5181, 3.2581, 4.5440], [-4.0075, 2.3364, 4.5752], [-2.9483, 5.9211, 4.7893], [-2.8822, 4.3564, 5.6133], [-4.4101, 5.2385, 5.5068], [3.3511, 3.5391, -0.6951], [3.8634, 3.0209, -0.0576], [2.4606, 3.5545, -0.3093], [3.0257, -0.2744, 2.9033], [3.2881, -0.6848, 1.8394], [4.7584, -2.4788, -2.6754], [4.1442, -1.5831, -1.6027], [3.4321, -2.2155, -0.6622], [4.2902, -0.3766, -1.6400], [4.9223, -3.4923, -2.3145], [5.6938, -2.0375, -3.0095], [4.0714, -2.5110, -3.5195], [3.4150, -3.2180, -0.6092], [3.1591, -1.6884, 0.1811], [7.5867, -2.7829, 0.2061], [6.8992, -1.5590, 0.5284], [7.2910, -0.3769, -0.0205], [6.6168, 0.7620, 0.1955], [5.3860, 0.7304, 0.9799], [4.6826, 1.7185, 1.1488], [5.0660, -0.4804, 1.5246], [5.7212, -1.6224, 1.3117], [5.3741, -2.7128, 1.7496], [8.6234, -2.7579, 0.5599], [7.5771, -2.9635, -0.8736], [7.0527, -3.5876, 0.7118], [8.1854, -0.4300, -0.6314], [6.9039, 1.6965, -0.2579]]
}

---

2.
{
  "formula": "C42H68Br26FIN3O3P",
  "method": "wB97M-V/def2-TZVPD",
  "energy_ev": -1896481.5168,
  "gap_ev": 7.666,
  "lumo_ev": -0.77,
  "largest_force_ev_per_a": 1.8,
  "charge": 0,
  "symbols": ["C", "C", "C", "N", "C", "C", "C", "C", "F", "C", "C", "O", "C", "N", "C", "C", "C", "C", "I", "C", "N", "C", "P", "O", "O", "H", "H", "H", "H", "H", "H", "H", "H", "H", "H", "H", "H", "H", "H", "H", "H", "Br", "C", "C", "Br", "H", "H", "H", "H", "Br", "C", "C", "Br", "H", "H", "H", "H", "Br", "C", "C", "Br", "H", "H", "H", "H", "Br", "C", "C", "Br", "H", "H", "H", "H", "Br", "C", "C", "Br", "H", "H", "H", "H", "Br", "C", "C", "Br", "H", "H", "H", "H", "Br", "C", "C", "Br", "H", "H", "H", "H", "Br", "C", "C", "Br", "H", "H", "H", "H", "Br", "C", "C", "Br", "H", "H", "H", "H", "Br", "C", "C", "Br", "H", "H", "H", "H", "Br", "C", "C", "Br", "H", "H", "H", "H", "Br", "C", "C", "Br", "H", "H", "H", "H", "Br", "C", "C", "Br", "H", "H", "H", "H"],
  "coordinates": [[-3.6495, 3.4407, 5.2530], [-4.3353, 3.2248, 4.0954], [-4.0340, 1.9056, 3.4471], [-3.2537, 1.8040, 2.4021], [-3.0283, 0.5363, 1.9623], [-2.1615, 0.3405, 0.8603], [-1.4892, 1.5433, 0.2421], [-0.3118, 1.9692, 1.1253], [-1.0396, 1.2059, -1.0333], [-1.9308, -0.9144, 0.3840], [-2.5108, -2.0208, 1.0248], [-2.2304, -3.3260, 0.5335], [-3.2023, -3.7820, -0.2037], [-4.1636, -4.2122, -0.6828], [-3.3122, -1.8986, 2.1159], [-3.8733, -3.1240, 2.7993], [-2.7616, -3.7616, 3.6482], [-2.3414, -2.9220, 4.8644], [-3.3092, -5.7380, 4.2850], [-3.5966, -0.5914, 2.5849], [-4.4287, -0.4545, 3.6501], [-4.6306, 0.7650, 4.0804], [-5.6971, 0.9230, 5.6040], [-6.8579, 1.9951, 5.1486], [-6.4614, -0.5116, 5.6549], [-4.1503, 3.6490, 6.1936], [-2.5672, 3.3378, 5.2270], [-4.9740, 3.9873, 3.6501], [-2.2115, 2.3533, 0.2097], [-0.1713, 1.2275, 1.9114], [0.6202, 2.0127, 0.5673], [-0.4769, 2.9163, 1.6270], [-1.2808, -1.0681, -0.4658], [-4.2217, -3.8378, 2.0555], [-4.6952, -2.8335, 3.4497], [-1.8919, -3.8895, 3.0083], [-2.7198, -1.9021, 4.8104], [-2.6939, -3.3471, 5.7993], [-1.2542, -2.8538, 4.8906], [-6.8963, 2.0590, 4.1839], [-7.2713, -0.4789, 5.1196], [0.4951, 3.9582, -2.8468], [-0.7443, 3.2536, -4.1702], [-1.1555, 4.2980, -5.1755], [-2.4732, 5.5302, -4.4498], [-1.5870, 2.8399, -3.6249], [-0.2025, 2.4509, -4.6654], [-1.6467, 3.8284, -6.0249], [-0.3213, 4.8971, -5.5250], [2.5244, -0.1671, 1.0313], [2.6529, 0.6668, -0.7339], [3.6114, -0.0779, -1.6197], [5.4579, 0.3074, -1.1513], [2.9391, 1.7036, -0.5791], [1.6437, 0.6298, -1.1416], [3.5076, 0.2392, -2.6553], [3.4791, -1.1532, -1.5503], [9.3770, 0.9494, -1.8611], [8.8633, 2.8263, -1.7855], [7.9772, 3.2006, -2.9414], [8.9947, 3.4179, -4.5877], [9.7797, 3.4052, -1.7479], [8.3284, 2.9399, -0.8463], [7.5144, 4.1686, -2.7655], [7.2093, 2.4590, -3.1382], [1.5094, 4.1562, 3.1640], [3.2117, 3.5720, 2.4267], [3.9100, 4.6629, 1.6679], [3.1428, 4.9477, -0.0958], [3.0076, 2.6964, 1.8172], [3.8046, 3.2783, 3.2899], [4.9450, 4.3823, 1.4831], [3.8760, 5.6173, 2.1839], [-4.1436, 2.5808, -1.7127], [-5.9224, 3.2750, -1.3791], [-5.8496, 4.4275, -0.4107], [-5.5213, 3.7761, 1.4007], [-6.5203, 2.4497, -1.0044], [-6.3112, 3.5922, -2.3441], [-6.7947, 4.9654, -0.3726], [-5.0487, 5.1222, -0.6409], [2.4053, -4.1748, 2.7809], [4.0593, -4.8130, 1.9717], [4.7240, -3.7365, 1.1615], [3.8285, -3.4907, -0.5468], [3.8097, -5.6879, 1.3843], [4.6916, -5.1062, 2.8070], [5.7466, -4.0098, 0.9105], [4.7192, -2.7739, 1.6644], [2.4365, -8.0937, 2.0963], [0.9975, -8.7131, 0.9433], [0.5664, -7.6480, -0.0310], [-0.5224, -6.2836, 0.8271], [0.1914, -9.0356, 1.5939], [1.4024, -9.5724, 0.4134], [-0.0648, -8.0780, -0.8054], [1.4072, -7.1366, -0.4890], [6.1258, -7.5795, 0.9784], [7.9247, -7.7695, 1.6901], [8.2096, -6.7406, 2.7514], [8.5388, -4.9833, 1.9849], [8.6047, -7.7032, 0.8473], [7.9664, -8.7706, 2.1132], [9.1169, -6.9952, 3.2942], [7.3879, -6.6273, 3.4509], [-10.0292, -0.5313, 4.0301], [-9.6973, 0.3055, 2.3039], [-8.6441, -0.4362, 1.5256], [-6.8675, -0.0813, 2.2389], [-9.4197, 1.3353, 2.5056], [-10.6502, 0.2827, 1.7805], [-8.6274, -0.1002, 0.4905], [-8.7793, -1.5124, 1.5533], [-9.1362, -5.1581, -4.2819], [-7.4526, -4.9890, -3.3176], [-7.5096, -3.9099, -2.2730], [-7.3886, -2.1325, -3.0596], [-6.6830, -4.8084, -4.0601], [-7.2883, -5.9566, -2.8500], [-6.6524, -3.9876, -1.6061], [-8.4270, -3.9341, -1.6941], [-8.9922, 3.7500, -3.5682], [-8.6876, 4.5101, -5.3342], [-7.6252, 3.7622, -6.0946], [-5.8359, 4.1941, -5.4639], [-8.4358, 5.5548, -5.1856], [-9.6443, 4.4348, -5.8456], [-7.6390, 4.0544, -7.1422], [-7.7344, 2.6854, -6.0171], [13.2664, 0.3730, -5.0781], [12.3687, 0.2765, -6.8003], [10.9219, 0.6786, -6.6988], [9.8360, -0.7188, -5.9002], [12.4946, -0.7380, -7.1635], [12.9083, 0.9651, -7.4467], [10.5035, 0.8389, -7.6901], [10.7743, 1.5682, -6.0949], [8.9186, 3.9198, 1.7924], [8.4067, 5.7957, 1.8585], [7.5337, 6.1774, 0.6927], [8.5637, 6.3788, -0.9430], [9.3249, 6.3720, 1.8991], [7.8640, 5.9127, 2.7940], [7.0721, 7.1476, 0.8626], [6.7629, 5.4414, 0.4880]]
}

---

3.
{
  "formula": "C42H68O13",
  "method": "wB97M-V/def2-TZVPD",
  "energy_ev": -71275.5858,
  "e_above_lowest_ev": 0.000,
  "gap_ev": 9.480,
  "lumo_ev": 0.46,
  "largest_force_ev_per_a": 0.8,
  "charge": 0,
  "symbols": ["C", "H", "H", "C", "O", "C", "O", "C", "C", "C", "H", "H", "C", "C", "H", "H", "H", "C", "C", "H", "H", "C", "H", "H", "C", "C", "H", "H", "H", "C", "C", "C", "C", "C", "C", "H", "H", "C", "C", "H", "H", "H", "C", "H", "H", "H", "C", "H", "C", "C", "C", "O", "H", "H", "C", "H", "O", "H", "C", "H", "H", "C", "C", "H", "H", "H", "H", "H", "H", "H", "H", "H", "H", "H", "C", "C", "H", "H", "H", "C", "H", "H", "O", "H", "H", "H", "H", "C", "O", "H", "H", "C", "C", "O", "H", "H", "H", "O", "C", "C", "C", "O", "H", "C", "O", "H", "C", "O", "C", "O", "H", "H", "H", "H", "H", "H", "O", "H", "H", "H", "H", "H", "H"],
  "coordinates": [[-4.3273, -4.5469, -1.7240], [-5.2383, -4.8916, -2.2041], [-3.7726, -3.9180, -2.4153], [-4.6651, -3.7519, -0.4698], [-3.4474, -3.5470, 0.2409], [-3.3832, -2.4327, 1.0789], [-2.8496, -1.3153, 0.4244], [-1.4322, -1.1735, 0.4631], [-0.7718, -2.1305, -0.5235], [0.7433, -1.9927, -0.4870], [1.1705, -2.6971, -1.2007], [1.0930, -2.2774, 0.5089], [1.2163, -0.5599, -0.8072], [0.9911, -0.2990, -2.3017], [0.2011, -0.9313, -2.6966], [1.8973, -0.5339, -2.8532], [0.7237, 0.7296, -2.5116], [0.4852, 0.3985, 0.1752], [1.0190, 1.8249, 0.0208], [0.8632, 2.1834, -0.9944], [0.4827, 2.5018, 0.6843], [2.5000, 1.8998, 0.3941], [2.5821, 1.6834, 1.4602], [2.8495, 2.9224, 0.2410], [3.3698, 0.9407, -0.4331], [3.4560, 1.5259, -1.8477], [4.1099, 2.3916, -1.8679], [2.4812, 1.8550, -2.1841], [3.8462, 0.8061, -2.5565], [2.7259, -0.4704, -0.4344], [3.6123, -1.4096, -1.1968], [4.9231, -1.2537, -1.3049], [5.6757, -0.0657, -0.7865], [7.0970, -0.4018, -0.2838], [7.4486, -1.2012, 0.9579], [7.0767, -0.7352, 1.8648], [7.0101, -2.1995, 0.8883], [8.9799, -1.3148, 1.1057], [9.5955, -2.1934, 0.0143], [9.1226, -3.1734, 0.0087], [9.4853, -1.7563, -0.9731], [10.6584, -2.3291, 0.2026], [9.2811, -1.9691, 2.4596], [10.3547, -2.0509, 2.6135], [8.8519, -2.9678, 2.5028], [8.8648, -1.3836, 3.2768], [9.5964, 0.0946, 1.0926], [9.2766, 0.6218, 1.9937], [9.2231, 0.9341, -0.1310], [7.7118, 1.0011, -0.3284], [7.2597, 1.4010, -1.7330], [6.0190, 0.7430, -1.9356], [7.1350, 2.4811, -1.8495], [7.9722, 1.0543, -2.4928], [7.0362, 1.9374, 0.6930], [7.2068, 1.5366, 1.7040], [7.6715, 3.2015, 0.5998], [7.1826, 3.8272, 1.1447], [5.5236, 2.0929, 0.4452], [5.4045, 2.7441, -0.4194], [5.0789, 2.5993, 1.3069], [4.8029, 0.7563, 0.2051], [4.6913, 0.0322, 1.5601], [5.4823, 0.3509, 2.2304], [3.7576, 0.2711, 2.0615], [4.7543, -1.0454, 1.4395], [9.6766, 0.5016, -1.0247], [9.6158, 1.9445, -0.0134], [10.6841, 0.0082, 1.1384], [7.5339, -0.9529, -1.1265], [5.5182, -1.9699, -1.8544], [3.1547, -2.2869, -1.6289], [2.7468, -0.8199, 0.6031], [0.7962, 0.0634, 1.1755], [-1.0671, 0.3066, 0.2064], [-1.7592, 0.8387, -1.0477], [-2.8355, 0.8074, -0.9096], [-1.4719, 1.8715, -1.2244], [-1.5176, 0.2536, -1.9256], [-1.5770, 1.1331, 1.4244], [-1.3896, 2.1975, 1.2372], [-1.0190, 0.8364, 2.3189], [-2.9282, 0.9609, 1.7518], [-3.4654, 1.3458, 1.0369], [-1.1629, -1.9348, -1.5220], [-1.0575, -3.1512, -0.2607], [-1.0953, -1.4298, 1.4804], [-4.7490, -2.0118, 1.6424], [-5.1969, -3.0454, 2.4850], [-5.9348, -2.7280, 3.0175], [-4.5749, -1.0800, 2.1976], [-5.7552, -1.7149, 0.5020], [-5.3504, -2.4185, -0.8177], [-4.5528, -1.6009, -1.6259], [-3.7528, -1.3776, -1.1035], [-6.2505, -2.6267, -1.4072], [-6.7359, -2.1059, 0.8100], [-5.8319, -0.3267, 0.2619], [-6.8842, 0.3802, 0.8631], [-6.3213, 1.6324, 1.5559], [-5.8861, 2.6942, 0.5242], [-4.6701, 2.3616, -0.0745], [-4.8594, 1.8188, -0.8778], [-7.0329, 2.9389, -0.4775], [-8.0480, 3.6958, 0.1355], [-8.4019, 3.1680, 0.8679], [-7.6278, 1.6372, -1.0556], [-7.8976, 0.6634, -0.0492], [-6.8813, 1.0755, -2.2884], [-5.4874, 0.9444, -2.1719], [-5.2530, 0.0387, -1.8719], [-7.0564, 1.7781, -3.1105], [-7.3428, 0.1172, -2.5454], [-8.6341, 1.8922, -1.4143], [-6.6558, 3.5512, -1.3039], [-5.7197, 3.6404, 1.0631], [-7.3412, 2.1142, 2.4064], [-7.0058, 2.8836, 2.8823], [-5.4386, 1.3233, 2.1334], [-7.3829, -0.2283, 1.6316], [-2.7339, -2.7280, 1.9170], [-5.3484, -4.3270, 0.1743], [-3.7151, -5.4013, -1.4526]]
}